{"formula": "C3H9NO4", "method": "the ωB97M-V functional and the def2-TZVPD basis", "elements": ["O", "C", "O", "C", "C", "O", "N", "H", "H", "H", "H", "H", "H", "H", "H", "H", "O"], "positions_angstrom": [[1.32110, 1.06111, -2.19129], [1.48744, 1.09562, -0.98218], [2.10843, 1.97347, -0.19574], [0.82923, -0.16911, -0.20492], [-0.39007, -0.48128, -1.05763], [-1.26002, -1.45649, -0.40741], [0.72655, 0.18319, 1.18901], [0.99101, 2.11230, -0.39211], [1.66131, -0.88713, -0.39814], [-0.02716, -0.93273, -1.96839], [-0.91866, 0.43972, -1.29815], [-0.78064, -2.29094, -0.42691], [1.41870, 0.88327, 1.37519], [-0.17577, 0.32433, 1.61893], [-1.94049, -0.85112, 1.11944], [-2.78723, -0.76841, 2.41307], [-2.26377, -0.23580, 1.80722]], "forces_ev_per_angstrom": [[1.16, 1.48, 0.77], [-0.19, -6.35, -2.81], [-3.06, 1.34, -1.23], [1.75, 2.15, -0.54], [-0.08, -1.21, 1.04], [0.35, 0.72, -0.47], [-0.15, -1.02, -0.20], [1.94, 3.02, 2.68], [-0.71, -0.20, 0.39], [-0.06, 0.18, -0.38], [-0.50, -0.35, 0.21], [-0.08, -0.05, 0.07], [-0.13, 0.18, 0.59], [-0.12, 0.01, -0.20], [-0.22, 0.13, 0.08], [0.04, 0.06, -0.01], [0.07, -0.07, 0.02]], "mulliken_charge": [-0.52, 0.38, -0.49, 0.29, -0.72, -0.61, -0.54, 0.34, 0.21, 0.37, 0.39, 0.31, 0.31, 0.23, 0.42, 0.31, -0.68], "e_lumo_ha": -0.00221, "homo_lumo_gap_ev": 9.0, "total_charge": 0}



{"formula": "C3H9NO6P2S", "method": "the ωB97M-V functional and the def2-TZVPD basis", "elements": ["C", "P", "O", "O", "C", "O", "O", "P", "S", "H", "H", "H", "H", "H", "H", "C", "N", "O", "O", "H", "H", "H"], "positions_angstrom": [[-2.29753, -2.60657, -0.58049], [-0.92169, -3.37933, 0.41276], [-1.17506, -2.85100, 1.96634], [0.50651, -2.68272, -0.23659], [0.85848, -1.47756, 0.27091], [1.57928, -1.40936, 1.17867], [0.40961, -0.33048, -0.33923], [-0.79587, 0.48077, 0.49461], [-2.01734, 1.31367, -0.75606], [-2.49976, -1.56385, -0.31118], [-1.99038, -2.68911, -1.62816], [-3.19764, -3.21038, -0.42909], [-0.35539, -2.57556, 2.40773], [-0.23778, 1.41719, 1.38857], [-1.57360, -0.39557, 1.28590], [2.60935, 3.11816, -0.68238], [1.12483, 3.16263, -0.79342], [0.49711, 3.48841, 0.20137], [0.65119, 2.87018, -1.86492], [2.89088, 3.40141, 0.32584], [2.92278, 2.10110, -0.90214], [3.01201, 3.81796, -1.40901]], "forces_ev_per_angstrom": [[0.71, 0.46, 0.82], [-0.69, -2.43, -0.80], [0.56, 1.06, -0.90], [-1.25, 1.51, 0.26], [-0.35, -0.40, -1.75], [1.97, 0.33, 2.94], [-1.27, -0.56, 0.58], [-1.74, 1.40, -1.57], [0.41, -0.29, 0.46], [-0.15, -0.16, -0.34], [-0.04, 0.09, 0.16], [0.20, 0.04, 0.10], [-0.12, -0.22, 0.10], [0.47, -0.60, -0.08], [1.06, -0.36, 0.10], [0.15, 0.02, 0.21], [0.10, 0.10, 0.13], [0.09, -0.05, -0.18], [0.02, 0.12, -0.03], [-0.09, 0.00, -0.01], [-0.02, 0.04, -0.12], [-0.03, -0.10, -0.08]], "mulliken_charge": [-0.71, 0.24, -0.44, -0.24, 0.48, -0.40, -0.21, 0.18, -0.31, 0.18, 0.28, 0.34, 0.34, 0.08, 0.18, -0.72, 0.81, -0.52, -0.43, 0.31, 0.27, 0.28], "e_lumo_ha": 0.00789, "homo_lumo_gap_ev": 9.1, "total_charge": 0, "smiles": "CP(O)OC(=O)O[PH2]=S.C[N+](=O)[O-]"}



{"formula": "C3H9NOS", "method": "the ωB97M-V functional and the def2-TZVPD basis", "elements": ["C", "C", "C", "H", "H", "H", "H", "H", "H", "H", "H", "H", "N", "O", "S"], "positions_angstrom": [[0.60223, 0.89072, 0.59759], [0.13083, -0.67729, 0.59468], [-1.42653, -0.71552, 0.35082], [0.09846, 1.27324, -1.35917], [1.51887, 2.19012, -0.79877], [1.58039, 1.07509, 1.16153], [-0.27673, 1.47650, 0.87213], [0.38972, -1.07094, 1.62561], [1.72081, -0.44312, -1.05335], [-1.79062, 0.10458, 1.08881], [-1.80294, -1.74358, 0.64389], [-1.54420, -1.50171, -1.47365], [0.97310, 1.23903, -0.84110], [-1.58675, -0.46542, -1.06486], [1.41336, -1.63170, -0.34415]], "forces_ev_per_angstrom": [[1.15, -1.44, -1.91], [1.38, 1.12, 2.40], [2.22, -0.65, 0.44], [0.34, 0.45, -0.25], [-1.81, -2.34, -0.54], [-1.80, -0.38, -0.24], [0.42, 0.17, 0.62], [-0.89, 0.65, -0.77], [-0.20, -1.10, 0.33], [-0.13, -1.32, -1.79], [0.05, 1.34, -0.25], [-0.03, 4.60, 1.43], [1.02, 2.08, 1.77], [-0.87, -4.30, -0.60], [-0.85, 1.12, -0.66]], "mulliken_charge": [-0.56, -0.11, -0.54, 0.20, 0.23, 0.37, 0.27, 0.35, 0.27, 0.31, 0.28, 0.36, -0.62, -0.52, -0.29], "e_lumo_ha": 0.02608, "homo_lumo_gap_ev": 9.3, "total_charge": 0, "smiles": "NC[C@H](S)CO"}



{"formula": "C3H9NOS", "method": "the ωB97M-V functional and the def2-TZVPD basis", "elements": ["C", "S", "C", "H", "H", "H", "H", "H", "H", "C", "N", "O", "H", "H", "H"], "positions_angstrom": [[0.93212, -0.97131, 0.62602], [-0.51036, -1.79082, 1.32955], [-0.85643, -3.14107, 0.25283], [0.92158, -0.00516, 1.04453], [1.76112, -1.72353, 0.79213], [0.83034, -0.78366, -0.41676], [-1.79188, -3.66571, 0.53467], [0.05562, -3.80548, 0.21541], [-1.00525, -2.70633, -0.72262], [-0.14772, 2.61965, -1.08323], [0.32144, 3.39587, -0.10117], [-0.30880, 3.04905, -2.23863], [-0.38602, 1.58370, -0.78162], [-0.30985, 3.53857, 0.80473], [0.49409, 4.40622, -0.25585]], "forces_ev_per_angstrom": [[0.14, -2.86, -0.26], [-0.91, 1.02, 1.41], [1.02, -0.87, -0.70], [0.80, 0.88, 1.15], [-0.29, 1.72, -0.05], [-0.19, -0.19, -1.08], [0.81, 0.28, 0.12], [-1.24, 0.25, -0.01], [-0.12, -0.20, -0.58], [-1.41, 0.92, -3.50], [-1.10, 3.09, 5.07], [0.60, -1.46, 1.99], [0.00, 0.22, -0.11], [1.76, -1.69, -2.25], [0.11, -1.12, -1.20]], "mulliken_charge": [-0.84, -0.08, -0.73, 0.29, 0.32, 0.26, 0.29, 0.24, 0.25, 0.21, -0.49, -0.55, 0.26, 0.28, 0.29], "e_lumo_ha": 0.02464, "homo_lumo_gap_ev": 9.1, "total_charge": 0, "smiles": "NC=O.CSC"}



{"formula": "C3H9NOS", "method": "the ωB97M-V functional and the def2-TZVPD basis", "elements": ["C", "C", "S", "N", "C", "O", "H", "H", "H", "H", "H", "H", "H", "H", "H"], "positions_angstrom": [[0.31294, 0.59911, 0.25041], [0.86069, -0.06290, 1.56008], [1.53864, 1.10200, 2.71750], [0.08101, -0.24007, -0.91179], [-1.18215, -0.57946, -1.56690], [-1.01109, -0.38199, -2.97506], [0.91500, 1.47776, 0.00056], [-0.58867, 1.21887, 0.55371], [-0.04280, -0.37854, 2.07408], [1.50288, -0.91846, 1.26721], [0.64081, 0.93211, 3.71081], [0.70362, -1.04330, -0.96148], [-1.86460, 0.25717, -1.26456], [-1.79371, -1.59190, -1.26094], [-0.07257, -0.39040, -3.19363]], "forces_ev_per_angstrom": [[-1.03, 1.94, 0.74], [-1.51, -0.59, -1.47], [0.62, 0.57, 0.44], [0.08, -1.72, -0.05], [-1.21, 1.39, 1.09], [-0.57, -0.93, 0.24], [0.82, -0.41, -0.32], [0.30, -1.28, -0.45], [0.19, -0.90, -0.08], [-0.15, 0.53, 0.63], [0.20, -0.02, -0.31], [0.06, 0.35, 0.29], [0.22, -0.85, -0.09], [2.04, 1.94, -1.00], [-0.06, -0.02, 0.34]], "mulliken_charge": [-0.62, -0.53, -0.21, -0.24, -0.15, -0.53, 0.37, 0.27, 0.25, 0.31, 0.13, 0.22, 0.20, 0.21, 0.32], "e_lumo_ha": 0.02926, "homo_lumo_gap_ev": 9.8, "total_charge": 0, "smiles": "OCNCCS"}



{"formula": "C3H9NOS", "method": "the ωB97M-V functional and the def2-TZVPD basis", "elements": ["C", "C", "S", "N", "C", "O", "H", "H", "H", "H", "H", "H", "H", "H", "H"], "positions_angstrom": [[0.67972, 0.63057, -0.24575], [1.11634, -0.81321, 0.10615], [2.92084, -0.99660, 0.03210], [-0.72357, 0.71303, -0.52801], [-1.76934, 0.54790, 0.40315], [-1.62937, -0.59333, 1.25599], [1.24283, 0.85803, -1.15075], [0.94268, 1.41576, 0.46527], [0.78297, -0.99098, 1.11306], [0.64403, -1.39976, -0.67755], [3.08318, -0.44644, -1.17955], [-0.97355, 0.75494, -1.49788], [-2.71804, 0.43071, -0.10443], [-1.83935, 1.34778, 1.14488], [-1.75938, -1.45842, 0.86334]], "forces_ev_per_angstrom": [[0.13, -0.08, -0.09], [0.31, 1.54, -0.46], [0.00, -0.11, 0.26], [-0.34, 0.21, -1.06], [0.03, -0.89, 0.66], [0.30, 0.07, 1.01], [-0.28, 0.36, -0.20], [0.34, -0.38, 0.44], [-0.06, -0.75, 0.19], [-0.09, -0.55, 0.45], [-0.04, -0.03, -0.01], [-0.12, -0.21, 0.04], [-0.16, 0.49, -0.46], [0.08, 0.15, -0.10], [-0.10, 0.19, -0.66]], "mulliken_charge": [-0.72, -0.49, -0.22, -0.17, -0.45, -0.54, 0.46, 0.27, 0.32, 0.31, 0.10, 0.24, 0.36, 0.24, 0.30], "e_lumo_ha": 0.02986, "homo_lumo_gap_ev": 9.6, "total_charge": 0, "smiles": "OCNCCS"}



{"formula": "C3H9NOS", "method": "the ωB97M-V functional and the def2-TZVPD basis", "elements": ["C", "C", "C", "N", "O", "S", "H", "H", "H", "H", "H", "H", "H", "H", "H"], "positions_angstrom": [[-1.77260, 1.12879, 0.39751], [-1.85065, -0.14607, -0.38333], [-0.89420, -1.11416, 0.28105], [2.44701, -0.20747, 0.56107], [-0.74288, -2.23827, -0.07302], [3.46734, 0.13215, -0.63127], [-1.22134, 0.86658, 1.34535], [-1.11503, 1.89347, -0.09817], [-2.70929, 1.53468, 0.65098], [-2.75797, -0.62714, -0.28074], [-1.50657, 0.02535, -1.47746], [-0.23952, -0.55779, 0.98401], [2.38587, 0.52028, 1.26701], [4.05838, -1.03623, -0.93262], [2.45145, -0.17416, -1.61039]], "forces_ev_per_angstrom": [[2.26, 0.60, 0.53], [2.49, 0.82, -1.27], [0.82, 0.92, -1.54], [-2.96, -2.05, 1.81], [0.06, -0.96, 0.43], [4.92, 2.08, -1.49], [-0.77, 0.74, -0.53], [-0.82, -0.56, 0.39], [-1.09, 0.71, 0.23], [-2.29, -0.75, -0.47], [-0.87, -0.72, 1.71], [0.21, -0.84, 0.51], [0.09, 0.70, -0.24], [-0.24, -0.18, -0.06], [-1.79, -0.50, 0.00]], "mulliken_charge": [-0.95, -0.12, 0.11, -0.24, -0.46, -0.34, 0.26, 0.24, 0.33, 0.26, 0.26, 0.06, 0.29, 0.22, 0.08], "s2": 2.01, "e_lumo_ha": [0.02357, -0.07563], "spin_multiplicity": 3, "homo_lumo_gap_ev": [5.8, 7.6], "total_charge": 0}



{"formula": "C3H9NOS", "method": "the ωB97M-V functional and the def2-TZVPD basis", "elements": ["C", "C", "S", "H", "H", "H", "H", "H", "H", "C", "N", "O", "H", "H", "H"], "positions_angstrom": [[0.81997, 1.55544, -0.72839], [1.25668, 0.55976, 0.37815], [1.67419, 1.41787, 1.96416], [1.42870, 2.49426, -0.73634], [-0.15523, 1.93269, -0.57010], [0.88115, 1.21607, -1.73907], [0.39131, -0.07161, 0.59454], [2.05838, -0.03129, -0.17468], [2.14256, 2.41934, 1.43468], [-1.29596, -2.13710, -0.47744], [-2.50277, -1.77765, 0.15240], [-0.60554, -3.14079, -0.11533], [-0.97085, -1.39834, -1.32345], [-2.44487, -0.79724, 0.32155], [-2.67773, -2.24140, 1.01932]], "forces_ev_per_angstrom": [[1.16, 2.05, 0.90], [-0.18, 0.35, -1.57], [-1.77, -4.51, 0.43], [-0.06, -0.77, 0.08], [-1.24, 0.11, 0.27], [0.16, -0.93, -0.41], [0.52, -0.37, 0.42], [-0.31, 0.37, 1.72], [1.81, 3.63, -1.83], [1.87, -2.80, 1.56], [1.79, 0.13, -1.15], [-2.42, 3.83, -1.85], [-0.57, -1.27, 1.22], [-0.76, 0.95, -0.19], [-0.01, -0.77, 0.40]], "mulliken_charge": [-1.19, -0.09, 0.33, 0.38, 0.39, 0.36, 0.17, 0.38, 0.25, 0.11, -0.44, -0.52, 0.34, 0.25, 0.28], "s2": 0.75, "e_lumo_ha": [-0.16196, -0.35540], "spin_multiplicity": 2, "homo_lumo_gap_ev": [8.7, 3.5], "total_charge": 1}



{"formula": "C3H9NOS2", "method": "the ωB97M-V functional and the def2-TZVPD basis", "elements": ["N", "C", "C", "O", "C", "S", "S", "H", "H", "H", "H", "H", "H", "H", "H", "H"], "positions_angstrom": [[0.37769, -1.31958, -0.61696], [0.42890, 0.06939, -0.17633], [1.20040, 0.19901, 1.20587], [2.55692, -0.27717, 0.89416], [-0.91974, 0.72366, -0.07771], [-1.47421, 1.23917, -1.74660], [-3.52309, 0.58200, -1.64877], [1.23482, -1.77126, -0.33601], [-0.44059, -1.89622, -0.54594], [1.10459, 0.58660, -0.86576], [0.95138, -0.60343, 1.93173], [0.93280, 1.15625, 1.65045], [3.14231, 0.30894, 1.37215], [-1.62647, 0.09300, 0.43640], [-0.74537, 1.59003, 0.56549], [-3.20035, -0.68039, -2.04217]], "forces_ev_per_angstrom": [[0.88, 0.49, -0.42], [0.61, -1.19, 1.45], [-0.59, -2.91, -1.05], [-0.58, 1.74, 0.31], [0.83, 0.74, -0.13], [-1.60, -0.56, 0.70], [1.55, -0.07, -0.40], [-0.20, -0.40, -0.16], [-0.19, 0.31, 0.46], [-0.23, 0.31, -0.09], [-1.04, 0.66, -0.35], [1.29, 0.45, -0.01], [0.56, 0.00, 0.02], [-0.41, -0.27, -0.17], [-0.51, 0.30, -0.27], [-0.35, 0.40, 0.12]], "mulliken_charge": [-0.53, 0.34, -0.82, -0.51, -0.75, -0.07, -0.24, 0.22, 0.18, 0.21, 0.28, 0.44, 0.28, 0.48, 0.32, 0.17], "e_lumo_ha": 0.01219, "homo_lumo_gap_ev": 9.2, "total_charge": 0, "smiles": "N[C@H](CO)CSS"}



{"formula": "C3H9NOS2", "method": "the ωB97M-V functional and the def2-TZVPD basis", "elements": ["N", "C", "C", "O", "C", "S", "S", "H", "H", "H", "H", "H", "H", "H", "H", "H"], "positions_angstrom": [[0.43164, -0.85425, 1.14329], [0.01382, -0.31349, -0.15989], [1.16894, -0.65028, -1.12780], [0.68796, -1.83653, -1.76611], [-0.14426, 1.25642, 0.02733], [-1.82176, 1.88100, 0.25473], [-2.54097, 1.01560, 2.03897], [-0.36559, -0.64996, 1.79626], [0.44079, -1.87736, 0.95285], [-0.90387, -0.73377, -0.59975], [2.10381, -0.90081, -0.60816], [1.41018, 0.20554, -1.73220], [1.11609, -1.84381, -2.63191], [0.72097, 1.68126, 0.52990], [0.03146, 1.56354, -1.00537], [-2.34922, 2.05692, 2.88787]], "forces_ev_per_angstrom": [[-2.09, -0.51, -0.07], [0.97, 0.60, 1.44], [-0.61, -0.72, 0.70], [0.68, 0.98, -0.80], [-0.22, -0.65, -2.36], [1.04, -0.65, 1.45], [0.31, 0.15, -0.64], [1.15, -0.78, -0.42], [0.10, 0.68, 0.83], [0.16, 0.12, 0.15], [-0.39, 0.23, 0.39], [-0.13, 0.14, -1.09], [-0.19, -0.51, -0.02], [-0.46, 0.15, 1.09], [-0.33, 0.64, -0.22], [0.00, 0.13, -0.40]], "mulliken_charge": [-0.65, 0.30, -0.86, -0.50, -0.68, 0.34, -0.13, 0.24, 0.31, 0.40, 0.38, 0.41, 0.31, 0.50, 0.35, 0.28], "s2": 0.75, "e_lumo_ha": [-0.18752, -0.33269], "spin_multiplicity": 2, "homo_lumo_gap_ev": [8.7, 4.7], "total_charge": 1}



The records above yield DFT total energy values of -475.3171; -1706.7312; -647.8107; -647.8455; -647.8245; -647.8529; -647.6172; -647.4995; -1046.0324; -1045.7023 a.u., respectively.